Molecular formula: C53H70F3N2O20PS4
Method: DFT, ωB97M-V/def2-TZVPD

Each line ends with the Löwdin charge.
Element x y z (Å)
C1 2.0565 5.8488 2.2325  -0.0006
C2 1.1806 4.8994 1.7835  -0.1619
C3 0.3385 4.0514 2.8123  -0.2810
N1 1.3162 3.4266 3.7240  0.0502
C4 -0.6932 3.0392 2.1113  -0.3670
C5 -0.0169 2.3361 0.8807  -0.0922
C6 1.1890 1.3907 1.1407  -0.1758
C7 2.5791 1.7808 1.2857  -0.0600
C8 3.7033 0.8758 1.4863  -0.0634
C9 3.4232 -0.5568 1.5214  -0.0380
C10 2.0172 -1.0189 1.3810  -0.1982
C11 1.8009 -2.5687 1.4113  -0.0662
C12 0.9130 -0.0660 1.1883  0.0190
O1 -1.9482 3.6736 1.9865  -0.1506
C13 -2.4455 4.4498 0.9677  -0.5620
C14 -2.4249 3.9610 -0.5258  -0.1827
C15 -3.3103 2.7352 -0.9550  -0.2310
C16 -3.5793 1.6127 0.0970  -0.4502
S1 -5.0632 0.6008 -0.4033  0.8530
C17 -5.0322 -0.9575 0.5446  -0.9983
S2 -3.7837 -2.0185 0.3165  0.7155
N2 -6.0346 -1.3324 1.5327  -0.1284
C18 -5.8673 -0.6141 2.7894  -0.2358
C19 -5.2351 -1.3639 3.8895  0.0009
C20 -5.0326 -0.8033 5.2221  -0.0678
C21 -5.4838 0.5747 5.4650  -0.0928
C22 -6.0818 1.3628 4.3791  -0.0716
C23 -6.2704 0.7656 3.0430  -0.0103
C24 -7.3792 -1.2753 1.0201  -0.1975
C25 -8.5385 -1.1729 1.9391  -0.0210
C26 -9.9170 -1.1399 1.4705  -0.0798
C27 -10.2526 -1.2091 0.0310  -0.0874
C28 -9.1094 -1.3132 -0.8870  -0.0817
C29 -7.7199 -1.3521 -0.4109  -0.0427
P1 -1.7405 6.2401 0.7986  0.9676
C30 -2.8918 7.3836 -0.1126  -0.2864
C31 -1.3458 7.0310 2.4299  -0.2866
S3 -4.2375 4.7657 1.5865  0.8203
O2 -4.6545 3.7277 2.5556  -0.3100
O3 -4.3259 6.0233 2.3556  -0.3229
C32 -5.5624 4.8449 0.2994  -0.5618
F1 -5.2614 5.4037 -0.9014  0.1178
F2 -6.5761 5.6270 0.8252  0.0983
F3 -6.1366 3.5988 0.1921  0.0823
S4 -1.1804 1.6092 3.2624  0.7411
C33 -2.3916 2.2344 4.5145  -0.1086
O4 -0.0937 0.9415 3.9638  -0.3216
O5 -1.9098 0.5587 2.5041  -0.3568
H1 2.3479 5.7525 3.3113  0.0718
H2 2.4641 6.6451 1.5722  0.0687
H3 1.0884 4.8464 0.6748  0.0669
H4 -0.3063 4.6922 3.4840  0.1350
H5 1.2617 3.8995 4.6296  0.0897
H6 2.2700 3.4350 3.3761  0.0666
H7 0.3205 3.0392 0.0638  0.1202
H8 -0.8122 1.7025 0.3859  0.1098
H9 2.8068 2.8800 1.2257  0.0889
H10 4.7480 1.2652 1.5699  0.0960
H11 4.2340 -1.3068 1.6397  0.0980
H12 2.4595 -2.9599 2.2426  0.0841
H13 2.1900 -3.0673 0.4813  0.0591
H14 0.7456 -2.8649 1.6395  0.0783
H15 -0.1068 -0.4914 1.0588  0.1057
H16 -1.3873 3.7797 -0.9275  0.1174
H17 -2.7653 4.8424 -1.1499  0.0986
H18 -4.2669 3.1283 -1.4126  0.0930
H19 -2.7896 2.2393 -1.8284  0.1270
H20 -3.6341 1.9223 1.1666  0.0580
H21 -2.7241 0.8768 0.0337  0.0585
H22 -4.8930 -2.4194 3.7251  0.1132
H23 -4.5705 -1.4557 6.0014  0.1001
H24 -5.3364 0.9721 6.4980  0.0972
H25 -6.3886 2.4205 4.5753  0.1046
H26 -6.7385 1.3690 2.2320  0.1113
H27 -8.3916 -1.1281 3.0463  0.1088
H28 -10.7388 -1.0565 2.2268  0.0971
H29 -11.3105 -1.1614 -0.3299  0.0928
H30 -9.3493 -1.3732 -1.9791  0.0951
H31 -6.9115 -1.4483 -1.1750  0.0665
H32 -2.8272 7.1254 -1.2109  0.0453
H33 -3.9695 7.3627 0.1829  0.0321
H34 -2.4740 8.4276 -0.0349  0.0593
H35 -1.9454 7.9887 2.5039  0.0536
H36 -0.2811 7.3179 2.5974  0.0301
H37 -1.7607 6.3824 3.2568  0.0438
H38 -2.2248 1.7479 5.5114  0.0809
H39 -3.4234 1.9273 4.1786  0.0445
H40 -2.3841 3.3513 4.6006  0.0696
C34 5.7613 6.8228 -2.8968  -0.0203
C35 4.7352 6.6439 -1.8016  -0.3402
C36 4.8507 5.3363 -1.0695  -0.0949
O6 3.5087 5.1136 -0.6355  0.0364
C37 2.7011 5.7373 -1.5350  -0.5464
O7 1.5216 5.5760 -1.6053  0.1429
O8 3.4151 6.5632 -2.3469  0.0916
H41 6.7751 6.8115 -2.4935  0.0924
H42 5.6708 6.0363 -3.6495  0.0948
H43 5.6010 7.7704 -3.4148  0.0877
H44 4.7657 7.4944 -1.1122  0.1592
H45 5.5303 5.3899 -0.2193  0.1427
H46 5.1482 4.5028 -1.7120  0.1450
C38 5.2381 -6.4582 1.4835  -0.0168
C39 5.0922 -5.6884 0.1830  -0.3243
C40 6.3655 -5.0501 -0.3025  -0.0992
O9 5.8757 -3.9228 -1.0370  0.0621
C41 4.6852 -3.5797 -0.4784  -0.5320
O10 4.1057 -2.5580 -0.6971  0.1234
O11 4.2417 -4.5494 0.3679  0.0735
H47 5.9342 -7.2799 1.3842  0.0627
H48 5.5802 -5.8014 2.2879  0.0946
H49 4.2693 -6.8565 1.7962  0.0898
H50 4.6454 -6.3238 -0.5875  0.1589
H51 6.9451 -5.7025 -0.9397  0.1152
H52 7.0034 -4.6827 0.5076  0.1472
C42 5.0902 -1.8056 -3.3849  -0.0290
C43 5.0464 -0.7743 -4.4890  -0.3330
C44 5.1587 -1.3564 -5.8699  -0.1062
O12 5.7476 -0.2826 -6.6043  0.0600
C45 6.4814 0.4419 -5.7152  -0.5522
O13 7.2757 1.2766 -6.0183  0.1540
O14 6.1925 0.0828 -4.4343  0.0857
H53 4.2581 -2.5065 -3.4645  0.0975
H54 6.0282 -2.3659 -3.4093  0.0922
H55 5.0442 -1.3198 -2.4118  0.0769
H56 4.1519 -0.1508 -4.3877  0.1613
H57 4.1911 -1.6301 -6.2900  0.1405
H58 5.8286 -2.2195 -5.9236  0.1396
C46 -4.4872 -1.4542 -3.5189  -0.0347
C47 -4.4913 -2.6587 -4.4312  -0.3371
C48 -4.6444 -3.9665 -3.7061  -0.1017
O15 -3.9781 -4.8766 -4.5811  0.0632
C49 -3.0326 -4.1572 -5.2468  -0.5479
O16 -2.1536 -4.6338 -5.8925  0.1606
O17 -3.2220 -2.8193 -5.0708  0.0869
H59 -5.4279 -1.3688 -2.9729  0.0642
H60 -3.6659 -1.5089 -2.8004  0.0699
H61 -4.3344 -0.5407 -4.0975  0.0898
H62 -5.2511 -2.5404 -5.2112  0.1595
H63 -5.6874 -4.2516 -3.5695  0.1414
H64 -4.1387 -3.9865 -2.7361  0.1362
C50 7.5822 -12.1388 -0.2571  -0.0202
C51 6.6658 -10.9819 -0.5819  -0.3352
C52 6.7204 -10.5491 -2.0197  -0.0964
O18 6.3697 -9.1675 -1.9309  0.0821
C53 6.7604 -8.7452 -0.7016  -0.4966
O19 6.8199 -7.5983 -0.3687  0.1028
O20 7.0805 -9.7934 0.1007  0.1011
H65 7.3146 -13.0273 -0.8312  0.0934
H66 8.6237 -11.8831 -0.4653  0.0933
H67 7.5265 -12.3791 0.8062  0.0893
H68 5.6420 -11.2118 -0.2701  0.1625
H69 6.0143 -11.0904 -2.6485  0.1441
H70 7.7193 -10.6241 -2.4584  0.1435

Atomic forces in eV per Å
C -0.93 -1.54 0.31
C 0.23 1.75 -0.03
C 0.93 0.09 0.06
N -0.76 0.41 0.59
C 2.47 -0.18 0.27
C -0.39 -0.59 -1.44
C 1.23 -2.86 0.64
C -0.27 0.00 -0.07
C -2.24 -1.47 -0.39
C -2.13 1.84 -0.21
C 0.62 1.27 -0.30
C 0.53 0.43 0.52
C 2.73 0.31 0.11
O -0.49 0.07 -0.30
C -0.39 1.63 -1.81
C -0.10 -0.15 -0.72
C -0.62 -0.34 -0.92
C 1.39 -1.27 0.18
S -0.68 0.44 0.48
C 2.18 -1.21 0.19
S -1.11 1.16 0.22
N -1.27 1.81 -1.07
C 1.12 0.67 3.30
C -0.34 1.17 0.37
C -1.30 1.35 -2.21
C 0.01 -1.18 -1.64
C 0.66 -2.16 -0.18
C 0.74 -0.78 1.43
C -3.31 0.06 -0.84
C -0.45 -0.17 -1.36
C 1.17 -0.18 -1.69
C 2.92 0.05 1.13
C -0.38 0.04 1.96
C -1.13 0.06 1.04
P 2.32 0.33 -0.53
C -0.61 -0.10 -0.76
C -1.79 0.59 1.10
S -0.73 -0.22 6.29
O 0.50 -0.07 -2.63
O 0.76 -0.40 -2.65
C -3.52 0.17 -0.43
F 0.07 -1.16 1.22
F 1.71 -0.85 -0.52
F 1.35 1.72 -0.56
S -0.78 -4.28 1.33
C -0.86 0.59 -0.15
O -0.18 1.82 -0.16
O 0.11 2.51 -0.15
H -0.33 0.86 -1.00
H 0.00 -1.02 0.58
H -0.62 0.00 1.05
H 0.58 -0.35 -1.11
H 0.27 -0.49 -0.46
H -0.40 -0.05 0.02
H -0.51 -0.26 1.22
H 0.84 0.58 0.61
H -0.20 -1.15 0.02
H -1.17 -0.36 -0.08
H -0.75 0.69 -0.08
H -0.79 0.26 -0.78
H -0.70 0.70 0.85
H 0.88 0.37 -0.33
H 0.82 0.61 0.22
H -0.88 0.37 1.09
H 0.28 -0.86 0.77
H 0.85 -0.49 0.71
H -0.54 0.57 0.90
H -0.32 -0.09 -0.96
H -0.86 0.81 0.28
H -0.47 1.20 -0.10
H -0.48 0.89 -0.70
H -0.28 -0.08 -1.14
H 0.32 -1.17 -0.34
H 0.46 -0.56 0.75
H 0.04 -0.02 -1.22
H 0.95 -0.10 -0.80
H 1.24 -0.09 0.38
H 0.58 0.07 1.12
H -0.76 0.09 0.79
H -0.06 0.22 1.16
H 0.94 0.26 -0.04
H -0.37 -1.13 0.20
H 0.51 -1.04 -0.09
H -0.76 -0.74 -0.44
H 0.67 0.74 -0.69
H 0.43 0.37 -1.14
H 1.22 0.37 0.02
H 0.16 -0.97 -0.06
C -0.22 0.18 -0.36
C 0.84 0.21 -0.52
C 0.33 -0.20 0.40
O -0.27 0.18 -0.35
C -0.38 -0.04 -0.17
O 0.28 0.01 0.09
O -0.36 -0.37 0.49
H -0.07 0.01 0.05
H 0.01 -0.06 0.16
H 0.08 0.00 0.11
H -0.06 -0.09 0.05
H -0.21 -0.06 0.07
H 0.03 0.13 -0.09
C -0.69 0.32 0.50
C 0.31 -0.78 0.82
C 0.39 0.12 -0.33
O -0.55 0.32 0.31
C -0.12 0.26 -0.03
O 0.22 -0.50 0.10
O 0.23 0.54 -0.54
H -0.10 0.15 0.11
H 0.02 0.07 -0.13
H 0.02 0.04 -0.05
H 0.07 0.11 -0.04
H -0.11 0.43 -0.17
H -0.15 -0.07 0.12
C 0.37 0.37 0.12
C -0.25 -0.83 0.69
C -0.35 -0.14 -0.32
O 0.28 0.21 0.22
C 0.30 0.29 0.02
O -0.23 -0.18 0.05
O 0.07 0.21 -0.70
H -0.03 0.11 0.00
H -0.07 0.00 -0.16
H -0.16 -0.09 -0.09
H 0.04 0.01 -0.12
H 0.10 0.15 -0.12
H -0.02 0.02 0.17
C 0.38 0.26 -0.19
C -0.25 0.79 0.56
C -0.40 -0.27 0.17
O 0.30 0.21 -0.18
C 0.39 -0.11 -0.25
O -0.26 0.11 0.14
O -0.02 -0.67 -0.10
H 0.02 -0.03 -0.05
H -0.13 -0.13 0.05
H -0.15 -0.03 0.02
H 0.03 -0.13 0.01
H 0.11 -0.15 -0.11
H 0.00 0.18 -0.03
C 0.21 0.10 0.41
C 0.35 -0.99 0.11
C -0.24 -0.22 -0.44
O 0.14 0.29 0.45
C 0.18 0.11 0.04
O 0.51 -1.49 -0.65
O -0.25 0.64 -0.39
H -0.06 0.07 0.01
H -0.10 0.04 -0.13
H -0.09 -0.06 -0.09
H 0.01 0.10 -0.08
H -0.05 0.23 0.00
H 0.01 -0.07 0.14

Results
SMILES: C=C[C@H](N)[C@](Cc1cccc(C)c1)(O[C@](CCCSC(=S)N(c1ccccc1)c1ccccc1)(P(C)C)S(=O)(=O)C(F)(F)F)S(C)(=O)=O.C[C@@H]1COC(=O)O1.C[C@@H]1COC(=O)O1.C[C@@H]1COC(=O)O1.C[C@@H]1COC(=O)O1.C[C@@H]1COC(=O)O1
total charge: 0
HOMO level: -0.2952 Eh
LUMO: -0.70 eV
orbital gap: 0.2695 Eh